Computed, not measured: the molecule C6H10N2O4, with ωB97M-V with the def2-TZVPD basis set.

Geometry as XYZ:
```
22
Properties=species:S:1:pos:R:3:forces:R:3:lowdin_charge:R:1
C -2.0768 -1.5590 -0.6304 -0.44 -1.31 -2.10 -0.009
C -0.9769 -1.1605 0.3090 1.58 -0.91 0.60 -0.508
O -1.0904 -0.4853 1.3316 -0.76 -0.50 -1.08 0.028
N 0.2873 -1.6853 0.0049 -1.34 0.28 -2.30 0.056
C 1.4620 -1.0826 0.5851 0.92 -2.42 1.74 -0.117
C 2.2330 0.0678 -0.0270 1.26 -0.23 -2.65 -0.416
O 3.2418 -0.1620 -0.7400 -2.00 0.29 1.78 0.021
N 1.7895 1.3508 0.0718 0.96 0.30 -0.40 0.095
C 0.5489 1.7694 0.6458 1.78 1.73 0.54 -0.108
C -0.5616 1.6798 -0.2492 -1.59 -2.27 -2.68 -0.569
O -0.7608 0.9479 -1.2202 1.61 0.59 0.55 0.066
O -1.5538 2.4290 0.1023 -2.05 0.96 0.41 0.154
H -1.9141 -2.4108 -1.4030 0.36 0.90 1.85 0.116
H -2.2762 -0.7877 -1.3602 0.23 0.82 0.17 0.063
H -3.0368 -1.7333 -0.1794 -0.16 -0.17 0.70 0.074
H 0.3920 -2.2366 -0.9006 -0.17 1.36 1.81 0.175
H 2.1705 -1.9325 0.5805 0.14 0.70 0.00 0.133
H 1.2330 -0.9726 1.6600 0.10 0.52 -0.45 0.136
H 2.2774 1.9141 -0.6375 -0.52 -0.07 0.73 0.169
H 0.4793 2.8211 1.0263 0.96 -0.61 -0.39 0.165
H 0.3542 1.2100 1.5231 -0.48 -0.86 0.73 0.122
H -2.2213 2.0180 -0.4928 -0.37 0.90 0.44 0.156
```
Forces are in eV/Å.

Output
Total charge ... 0
Frontier orbital gap ... 10.31 eV
Energy relative to the best compared isomer or geometry (same formula, charge and spin) ... 21.72 kJ/mol
E_tot ... -645.116155 Eh
SMILES ... CC(=O)NCC(=O)NCC(=O)O